Entry 1:
This record from the OMol25 dataset describes 13 unconnected molecules or ions with the total composition C22H71NO22. The level of theory is ωB97M-V with the def2-TZVPD basis set.

The calculation puts the relative energy (zero: lowest compared OMol25 entry of this formula, charge and spin) at 84.2 kcal per mole. The calculation puts the gap between HOMO and LUMO at 9.49 eV. The LUMO energy comes out at 0.00 eV. Its strongest force on any atom is 0.0559 Eh/bohr. The net charge is 0.

Last column: Mulliken charge in e.
Positions of all 116 atoms, in Å:
H  -0.025  -3.773  4.810  0.308
H  4.393  3.835  -5.178  0.319
H  -5.562  -4.971  0.600  0.258
H  -7.659  -6.281  0.861  0.337
H  -10.644  -0.330  1.109  0.307
H  4.416  -2.335  -10.582  0.273
C  1.060  0.503  -0.152  -0.358
H  0.458  -4.779  6.753  0.297
C  -4.078  0.685  -7.479  -0.364
O  2.635  -0.255  -10.388  -0.501
C  -0.665  8.684  -3.486  -0.356
C  1.349  -5.737  -3.472  -0.301
H  2.560  -5.058  -1.779  0.258
H  1.646  3.997  6.618  0.223
H  -4.234  5.052  2.672  0.323
H  -8.172  1.374  -0.235  0.262
O  3.178  6.067  6.700  -0.507
H  -5.309  2.858  -7.771  0.317
O  -5.233  0.403  -8.263  -0.519
C  -1.598  -2.580  5.723  -0.293
O  -9.714  -0.544  1.208  -0.517
O  0.005  -3.934  6.815  -0.521
H  1.063  -0.347  -1.898  0.314
H  -5.245  -5.812  -0.895  0.289
O  8.104  1.247  -0.952  -0.636
O  -10.159  1.939  -0.272  -0.523
H  -10.088  1.527  -1.135  0.311
H  2.720  -6.764  -2.106  0.311
H  1.640  -1.808  -9.441  0.265
H  -0.085  8.278  -4.315  0.325
C  7.844  -1.664  5.715  0.379
H  -0.699  1.502  -1.019  0.310
O  -6.975  -4.662  -0.990  -0.524
H  -3.318  -0.070  -7.680  0.300
H  -1.235  -1.791  6.381  0.289
C  -3.554  2.065  -7.865  -0.404
H  0.124  4.702  7.025  0.317
O  0.695  -4.414  -3.429  -0.525
H  6.066  -0.587  6.260  0.363
H  -2.401  8.295  -4.309  0.292
C  1.085  4.930  6.563  -0.166
H  -4.275  0.525  -6.419  0.315
H  8.255  0.497  -1.527  0.318
C  -8.936  1.694  0.474  -0.326
H  8.644  -3.405  6.507  0.363
H  6.325  -2.178  4.694  0.303
H  1.132  9.820  -2.956  0.300
H  9.128  -2.572  10.037  0.242
H  3.656  -3.370  -9.296  0.292
C  7.120  -0.393  6.058  -1.388
C  -6.723  -6.622  0.420  -0.416
O  -2.915  -2.874  6.275  -0.532
H  -0.712  7.855  -2.780  0.272
C  3.491  -2.653  -10.100  -0.495
H  1.273  -0.359  0.480  0.249
C  -0.725  -3.799  5.645  -0.388
H  -2.654  2.378  -7.335  0.316
H  -9.452  1.169  2.483  0.255
H  -7.905  -7.606  -0.596  0.307
N  7.314  -2.202  4.494  -0.720
H  1.551  1.336  0.351  0.306
O  1.620  0.272  -1.420  -0.525
H  6.985  -3.094  7.085  0.333
H  2.001  5.540  8.309  0.287
C  2.659  -1.445  -9.572  -0.227
H  -6.106  -7.042  1.214  0.263
O  1.086  -6.207  -1.042  -0.499
H  -1.250  -4.744  5.504  0.300
C  7.953  -2.643  6.866  -0.676
O  2.706  -3.233  -11.189  -0.521
C  8.579  -2.958  9.178  -0.698
H  2.032  -5.843  -4.315  0.289
H  7.465  -1.503  3.780  0.290
H  1.474  6.993  7.268  0.300
O  -1.168  -0.447  -0.742  -0.505
O  0.946  5.375  5.194  -0.495
H  -0.001  10.897  -1.211  0.321
H  -3.265  -2.051  6.624  0.309
H  7.606  0.012  6.946  0.316
O  -0.166  9.980  -1.443  -0.524
O  -3.877  4.329  3.188  -0.645
H  3.101  6.534  5.865  0.281
H  -8.543  2.621  0.890  0.278
H  -8.030  0.303  1.904  0.290
H  -2.091  -0.231  -0.889  0.306
H  2.370  -0.639  -11.227  0.299
H  -0.223  10.812  -3.226  0.303
C  -0.478  0.676  -0.343  -0.433
C  2.000  -5.946  -2.071  -0.436
H  0.603  -6.483  -3.743  0.273
C  -6.045  -5.481  -0.233  -0.328
H  4.403  2.698  -4.179  0.315
C  1.894  5.988  7.321  -0.488
H  9.074  -3.874  8.856  0.288
H  -0.917  1.012  0.597  0.334
H  0.488  -6.905  -1.318  0.315
H  3.131  -1.193  -8.622  0.301
C  -9.021  0.658  1.622  -0.337
H  7.166  0.408  5.320  0.425
O  4.636  3.621  -4.277  -0.633
H  7.154  1.369  -0.961  0.318
H  -2.968  4.580  3.354  0.322
H  7.572  -3.231  9.492  0.290
H  -5.704  -0.299  -7.808  0.305
C  0.052  9.845  -2.805  -0.412
H  -1.636  -2.166  4.715  0.230
O  -6.957  -7.667  -0.456  -0.490
H  0.081  -4.255  -2.708  0.314
H  1.709  5.846  4.853  0.249
H  8.894  -1.608  5.427  0.196
H  2.004  -3.693  -10.723  0.312
O  -4.456  3.028  -7.364  -0.521
O  -1.992  9.048  -3.875  -0.521
H  -3.458  2.029  -8.951  0.255
H  -7.572  -4.197  -0.400  0.303
O  8.498  -2.086  8.113  -0.305

***

Entry 2:
This record from the OMol25 dataset describes 14 unconnected molecules or ions with the total composition C22H72N12O14. The level of theory is ωB97M-V with the def2-TZVPD basis set.

The calculation puts the relative energy (zero: lowest compared OMol25 entry of this formula, charge and spin) at 0.0 kcal per mole. The calculation puts the gap between HOMO and LUMO at 9.43 eV. The LUMO energy comes out at 0.07 eV. Its strongest force on any atom is 0.0575 Eh/bohr. The net charge is 0.

Last column: Mulliken charge in e.
Positions of all 120 atoms, in Å:
H  10.900  10.003  12.257  -0.672
H  5.742  11.864  9.568  0.403
H  8.913  11.156  16.806  0.351
H  13.806  10.038  17.131  0.357
H  7.456  10.299  16.894  0.260
H  16.596  11.569  13.779  0.232
H  7.106  10.777  9.170  0.151
C  6.320  10.998  9.945  -1.283
N  10.475  7.040  13.650  -0.392
N  14.998  14.146  11.786  -0.237
H  5.619  6.314  14.904  0.406
C  15.607  10.768  15.359  0.522
N  12.783  9.980  17.094  -0.591
O  15.542  10.805  16.597  -0.832
C  11.638  7.363  10.050  -0.333
H  9.105  9.093  14.473  0.286
H  11.075  14.735  12.584  -0.169
H  12.524  11.485  13.658  -0.114
N  10.910  9.433  6.246  -0.302
O  12.222  13.544  9.526  -0.191
H  14.156  12.866  9.297  -0.091
H  10.879  12.126  13.470  -0.493
C  11.798  11.875  12.927  2.029
H  17.107  11.946  15.457  0.264
O  10.940  11.257  16.524  -0.617
H  8.542  14.683  9.828  0.444
H  9.894  6.217  10.297  0.450
H  13.904  12.317  17.340  0.242
N  16.632  11.382  14.766  -0.396
H  11.616  13.941  8.891  0.124
H  11.051  9.361  5.262  0.207
H  13.808  16.991  12.993  0.257
H  10.814  15.999  11.395  0.226
H  9.856  11.212  8.573  -0.379
N  8.328  12.426  14.856  -0.218
O  13.176  16.491  12.500  -0.451
H  12.278  12.979  6.867  0.290
H  5.744  8.403  13.892  0.329
H  12.209  12.789  12.482  -1.090
C  11.482  10.856  11.866  0.805
N  14.654  10.213  14.506  0.079
H  14.975  9.902  13.602  0.127
H  14.074  13.914  12.022  -0.095
H  11.118  12.163  10.477  -0.600
H  9.684  7.088  12.979  0.207
H  8.806  13.004  7.390  0.163
H  17.363  14.341  11.419  0.200
H  12.567  11.536  7.878  -0.095
H  8.824  10.644  11.379  -0.332
C  6.969  11.229  11.301  0.120
C  10.975  8.257  14.224  -0.012
C  15.815  13.090  11.729  0.389
H  9.225  13.072  9.719  -0.463
H  9.759  7.278  8.859  0.377
N  12.931  12.344  17.062  -0.339
O  7.979  10.200  11.499  -0.587
C  7.507  11.470  15.326  0.429
N  9.931  10.332  8.114  0.253
C  6.492  7.719  13.521  -0.243
H  12.073  6.407  9.778  0.485
H  17.345  9.742  11.321  0.274
H  8.056  14.646  7.405  0.365
O  10.630  11.388  10.818  1.433
H  11.994  16.353  14.222  0.295
H  12.409  13.145  16.824  0.201
H  6.205  11.081  12.077  0.270
H  11.867  7.640  11.072  0.157
O  15.499  11.966  12.024  -0.410
O  12.178  8.435  14.342  -0.622
H  13.931  9.698  14.992  0.033
H  8.077  12.896  14.024  0.159
C  10.846  15.794  12.473  -0.414
O  6.569  10.999  14.718  -0.601
H  10.636  9.770  8.586  -0.100
H  6.153  7.240  12.623  0.334
N  7.922  11.132  16.570  -0.468
H  15.094  14.949  11.239  0.240
H  16.095  7.770  10.375  0.405
C  12.128  11.210  16.869  0.429
H  10.373  10.058  15.054  -0.023
H  9.625  7.986  10.448  -0.125
N  17.005  13.429  11.188  -0.460
H  7.488  13.347  9.387  0.251
H  11.257  6.546  13.263  0.338
H  12.327  9.214  16.584  0.229
C  6.614  6.548  14.570  -1.317
O  12.064  8.338  9.147  -0.286
C  8.804  13.974  7.874  -0.327
H  7.490  12.198  11.354  0.021
O  9.681  11.312  6.085  -0.689
C  10.105  7.203  9.890  -0.805
H  11.273  8.686  6.789  0.161
C  13.361  13.309  8.715  0.069
H  12.423  10.532  11.375  -0.170
H  9.206  12.636  15.287  0.127
H  14.873  9.672  8.855  0.251
O  7.777  8.193  13.234  -0.061
H  7.165  6.923  15.450  0.285
O  14.963  8.744  9.043  -0.566
H  9.859  16.008  12.910  0.439
H  17.786  9.356  9.612  0.390
H  13.862  12.172  6.943  0.487
H  16.692  10.788  10.089  -0.050
N  10.063  9.168  14.749  0.231
C  16.982  9.704  10.256  -0.664
H  10.338  14.478  6.814  0.282
O  10.159  14.494  7.771  -0.640
C  15.756  8.786  10.248  0.035
H  15.067  9.112  11.034  -0.102
H  17.664  12.668  11.187  0.299
H  5.691  10.108  9.981  0.391
H  7.187  5.705  14.242  0.327
C  11.888  16.677  13.178  -0.410
C  8.497  13.747  9.306  -0.320
H  13.791  14.251  8.302  0.294
H  7.728  8.920  12.574  0.242
H  11.601  17.771  13.217  0.327
C  10.155  10.444  6.770  0.459
C  12.974  12.449  7.519  -0.915
H  12.985  8.525  9.141  0.171

***

Here are the calculated HOMO numbers, same order: -9.50, -9.36 (eV).